Record 1
{"formula": "C25H35NO6", "method": "ωB97M-V/def2-TZVPD", "elements": ["C", "C", "O", "C", "O", "C", "C", "O", "N", "C", "C", "C", "C", "C", "C", "C", "C", "C", "C", "C", "C", "C", "C", "C", "O", "C", "O", "C", "C", "C", "C", "O", "H", "H", "H", "H", "H", "H", "H", "H", "H", "H", "H", "H", "H", "H", "H", "H", "H", "H", "H", "H", "H", "H", "H", "H", "H", "H", "H", "H", "H", "H", "H", "H", "H", "H", "H"], "coordinates": [[-1.911, 2.196, -2.400], [-1.914, 2.940, -1.068], [-1.567, 2.139, 0.048], [-0.220, 1.846, 0.213], [0.292, 0.998, -0.794], [-0.135, -0.307, -0.717], [-0.077, -1.075, -2.010], [-1.086, -1.629, -2.418], [1.092, -1.118, -2.680], [2.328, -0.582, -2.157], [2.905, -1.386, -0.987], [3.550, -2.716, -1.375], [2.574, -3.805, -1.838], [2.380, -3.915, -3.358], [1.087, -3.303, -3.894], [1.083, -1.777, -3.973], [-0.663, -0.847, 0.377], [-0.834, -0.097, 1.661], [-2.296, 0.144, 1.985], [-3.294, -0.030, 1.040], [-4.635, 0.207, 1.332], [-4.936, 0.623, 2.605], [-3.939, 0.794, 3.564], [-2.618, 0.559, 3.282], [-4.508, 1.204, 4.745], [-5.894, 1.286, 4.495], [-6.156, 0.924, 3.158], [-0.045, 1.231, 1.610], [1.439, 1.017, 1.933], [2.180, 2.311, 2.258], [3.645, 2.039, 2.608], [4.342, 3.201, 2.984], [-2.366, 2.822, -3.164], [-0.899, 1.948, -2.706], [-2.481, 1.275, -2.311], [-1.241, 3.809, -1.118], [-2.925, 3.286, -0.837], [0.384, 2.765, 0.101], [2.155, 0.446, -1.826], [3.056, -0.555, -2.971], [2.114, -1.568, -0.257], [3.667, -0.766, -0.507], [4.304, -2.542, -2.147], [4.078, -3.082, -0.491], [1.607, -3.653, -1.358], [2.959, -4.762, -1.481], [2.367, -4.975, -3.625], [3.234, -3.470, -3.876], [0.243, -3.619, -3.281], [0.919, -3.677, -4.907], [1.942, -1.425, -4.547], [0.165, -1.470, -4.484], [-1.005, -1.869, 0.345], [-0.420, -0.703, 2.476], [-3.029, -0.351, 0.046], [-5.405, 0.072, 0.592], [-1.861, 0.689, 4.038], [-6.240, 2.318, 4.672], [-6.432, 0.605, 5.174], [-0.480, 1.930, 2.327], [1.518, 0.352, 2.795], [1.925, 0.523, 1.089], [1.704, 2.809, 3.106], [2.143, 2.994, 1.405], [3.710, 1.372, 3.470], [4.143, 1.551, 1.756], [4.279, 3.847, 2.271]], "e_lumo_ev": 0.6, "homo_ev": -7.81, "e_tot_ev": -40267.336, "spin_multiplicity": 1, "de_lowest_kcal_mol": 0.0, "smiles": "CCO[C@@H]1OC(C(=O)N2CCCCCCC2)=C[C@H](c2ccc3c(c2)OCO3)[C@H]1CCCO"}

***

Record 2
{"formula": "C25H36F9N2O4Si", "method": "ωB97M-V/def2-TZVPD", "elements": ["C", "C", "O", "C", "O", "C", "C", "C", "C", "F", "C", "C", "N", "C", "C", "O", "Si", "C", "C", "C", "C", "C", "N", "C", "C", "C", "C", "H", "H", "H", "H", "H", "H", "H", "H", "H", "H", "H", "H", "H", "H", "H", "H", "H", "H", "H", "H", "H", "H", "H", "H", "H", "H", "H", "H", "H", "H", "H", "H", "C", "C", "C", "F", "F", "F", "F", "O", "C", "C", "F", "F", "F", "F", "H", "H", "H", "H"], "coordinates": [[-2.411, -1.455, 5.630], [-3.405, -1.753, 5.038], [-4.383, -1.931, 4.163], [-4.145, -3.086, 3.409], [-4.824, -4.050, 3.558], [-3.100, -3.080, 2.336], [-1.790, -3.408, 2.577], [-0.860, -3.443, 1.568], [0.547, -3.856, 1.889], [0.474, -5.228, 2.153], [1.143, -3.185, 3.136], [0.637, -1.771, 3.462], [-1.243, -3.163, 0.305], [-0.352, -3.248, -0.875], [0.766, -2.180, -0.972], [0.780, -1.324, 0.160], [2.104, -0.249, 0.215], [2.946, -0.099, -1.466], [3.448, -0.745, 1.427], [1.555, 1.485, 0.687], [-2.525, -2.842, 0.051], [-3.491, -2.779, 1.029], [-4.797, -2.463, 0.650], [-4.970, -1.053, 0.211], [-4.743, -0.002, 1.295], [-4.222, 1.306, 0.668], [-2.797, 1.189, 0.151], [-1.517, -1.202, 6.134], [-1.462, -3.671, 3.570], [1.233, -3.761, 1.055], [2.211, -3.113, 2.955], [1.043, -3.872, 3.970], [1.443, -1.159, 3.849], [-0.085, -1.832, 4.272], [0.149, -1.273, 2.632], [0.055, -4.252, -0.924], [-0.983, -3.125, -1.744], [1.719, -2.705, -1.019], [0.593, -1.592, -1.869], [2.214, 0.006, -2.259], [3.474, -1.043, -1.630], [3.690, 0.689, -1.462], [4.337, -0.195, 1.115], [3.722, -1.799, 1.416], [3.241, -0.409, 2.438], [2.382, 2.128, 0.387], [0.682, 1.777, 0.107], [1.412, 1.617, 1.757], [-2.813, -2.637, -0.965], [-5.451, -2.713, 1.381], [-4.302, -0.912, -0.632], [-5.977, -0.947, -0.183], [-4.018, -0.320, 2.047], [-5.676, 0.199, 1.814], [-4.931, 1.597, -0.104], [-4.220, 2.058, 1.454], [-2.509, 2.054, -0.440], [-2.100, 1.096, 0.983], [-2.634, 0.319, -0.489], [3.108, 4.826, -5.417], [3.194, 3.319, -5.123], [2.010, 2.671, -4.404], [1.804, 3.204, -3.182], [2.271, 1.350, -4.223], [4.340, 3.048, -4.463], [3.273, 2.694, -6.331], [3.769, 5.714, -4.529], [3.158, 6.164, -3.380], [3.877, 5.679, -2.117], [3.942, 4.332, -2.079], [3.190, 6.094, -1.029], [1.846, 5.852, -3.360], [3.243, 7.508, -3.388], [3.642, 4.957, -6.357], [2.083, 5.143, -5.612], [1.093, 2.766, -4.991], [4.890, 6.084, -2.083]], "e_lumo_ev": -4.0, "homo_ev": -12.54, "e_tot_ev": -70006.817, "charge": 1, "spin_multiplicity": 1}

***

Record 3
{"formula": "C25H36NO2Ru", "method": "ωB97M-V/def2-TZVPD", "elements": ["O", "C", "C", "H", "H", "C", "H", "H", "C", "H", "H", "H", "C", "H", "H", "H", "Ru", "C", "C", "C", "H", "C", "C", "H", "H", "H", "H", "C", "C", "C", "H", "C", "C", "H", "H", "H", "H", "O", "C", "C", "H", "H", "C", "H", "H", "C", "H", "H", "H", "H", "C", "C", "C", "C", "C", "C", "N", "H", "H", "H", "H", "H", "H", "H", "H"], "coordinates": [[-0.199, -0.436, -3.402], [-0.087, 0.604, -4.469], [-0.024, -0.405, -5.626], [0.831, 1.194, -4.346], [-0.964, 1.262, -4.484], [-0.096, -1.430, -4.470], [0.922, -0.344, -6.179], [-0.876, -0.358, -6.310], [1.149, -2.282, -4.337], [2.003, -1.725, -3.937], [1.474, -2.690, -5.308], [0.934, -3.141, -3.684], [-1.331, -2.307, -4.464], [-2.242, -1.721, -4.311], [-1.217, -3.036, -3.645], [-1.452, -2.875, -5.403], [-0.789, -1.070, 1.321], [-2.417, -1.035, 2.967], [-2.388, 0.321, 2.554], [-2.483, 0.365, 1.114], [-2.330, 1.199, 3.191], [-2.764, -0.987, 0.658], [-2.620, -1.855, 1.803], [-2.788, -2.935, 1.821], [-2.307, -1.396, 3.985], [-2.466, 1.263, 0.504], [-3.065, -1.292, -0.334], [0.924, -2.509, 2.624], [-0.162, -3.096, 1.889], [-0.033, -2.689, 0.505], [-0.844, -3.849, 2.267], [1.055, -1.703, 0.445], [1.641, -1.643, 1.758], [2.515, -1.065, 2.053], [1.150, -2.726, 3.664], [-0.502, -3.158, -0.354], [1.345, -1.170, -0.463], [1.873, 2.289, -1.993], [0.953, 1.403, -1.337], [-0.405, 2.103, -1.123], [1.407, 1.122, -0.382], [0.849, 0.476, -1.906], [-0.180, 3.562, -1.572], [-0.617, 2.085, -0.045], [-1.223, 1.574, -1.671], [1.323, 3.646, -1.842], [-0.488, 4.260, -0.793], [-0.765, 3.773, -2.468], [1.813, 4.111, -0.969], [1.566, 4.196, -2.757], [1.546, 1.943, 1.630], [1.328, 1.526, 3.010], [1.951, 2.102, 4.157], [1.407, 1.454, 5.269], [0.494, 0.478, 4.743], [-0.307, -0.474, 5.527], [0.457, 0.554, 3.385], [0.566, 2.093, 1.157], [2.151, 1.195, 1.089], [2.085, 2.898, 1.600], [2.691, 2.887, 4.120], [1.578, 1.600, 6.334], [-0.349, -1.465, 5.045], [0.133, -0.576, 6.532], [-1.335, -0.100, 5.662]], "e_lumo_ev": [-3.4, -4.6], "homo_ev": [-9.72, -11.58], "s2": 6.03, "e_tot_ev": -34663.153, "charge": 1, "spin_multiplicity": 5, "de_lowest_kcal_mol": 16.8}

***

Record 4
{"formula": "C25H36NOP3Pt", "method": "ωB97M-V/def2-TZVPD", "elements": ["Pt", "H", "H", "P", "P", "C", "H", "H", "H", "C", "H", "H", "H", "C", "H", "H", "H", "C", "H", "H", "H", "C", "H", "H", "H", "C", "H", "H", "H", "C", "O", "H", "N", "P", "C", "C", "C", "C", "C", "C", "C", "C", "C", "C", "C", "C", "C", "C", "C", "C", "C", "C", "H", "H", "H", "H", "H", "H", "H", "H", "H", "H", "H", "H", "H", "H", "H"], "coordinates": [[0.448, 4.315, -0.301], [2.509, 1.408, 3.207], [0.543, -0.245, -2.411], [1.033, 2.763, 2.664], [1.443, 3.185, -1.864], [0.103, 2.782, -3.023], [0.451, 2.799, -4.060], [-0.291, 1.774, -2.828], [-0.703, 3.510, -2.875], [2.253, 4.633, -2.554], [3.003, 4.962, -1.836], [2.739, 4.447, -3.505], [1.499, 5.415, -2.653], [2.688, 1.836, -1.991], [2.246, 0.844, -1.888], [3.177, 1.857, -2.974], [3.470, 1.979, -1.238], [1.222, 4.590, 3.200], [1.209, 4.609, 4.311], [2.219, 4.896, 2.831], [0.488, 5.299, 2.762], [-0.921, 2.782, 2.591], [-1.237, 1.725, 2.571], [-1.364, 3.278, 3.477], [-1.336, 3.242, 1.665], [1.196, 1.934, 4.365], [2.254, 1.825, 4.742], [0.750, 2.468, 5.228], [0.753, 0.928, 4.354], [-0.204, 0.711, -0.980], [-0.791, 1.207, -0.058], [1.891, 4.544, 0.285], [0.310, -0.386, -1.371], [-0.579, -1.953, -0.392], [-1.937, -1.939, -1.540], [-3.246, -1.740, -1.060], [-4.260, -1.501, -1.983], [-3.972, -1.454, -3.346], [-2.680, -1.678, -3.820], [-1.662, -1.988, -2.926], [0.656, -3.187, -0.747], [0.330, -4.264, -1.591], [1.336, -5.148, -1.974], [2.632, -5.028, -1.465], [2.919, -4.026, -0.533], [1.942, -3.101, -0.168], [-1.088, -1.990, 1.352], [-0.720, -1.072, 2.364], [-1.234, -1.245, 3.645], [-2.032, -2.352, 3.940], [-2.343, -3.303, 2.955], [-1.870, -3.117, 1.661], [-3.454, -1.786, 0.010], [-5.269, -1.329, -1.615], [-4.769, -1.220, -4.055], [-2.435, -1.603, -4.880], [-0.676, -2.283, -3.305], [-0.704, -4.422, -1.904], [1.100, -5.931, -2.688], [3.415, -5.705, -1.806], [3.915, -3.956, -0.106], [2.166, -2.331, 0.570], [-0.054, -0.236, 2.138], [-1.005, -0.511, 4.425], [-2.414, -2.499, 4.946], [-2.942, -4.176, 3.178], [-2.114, -3.840, 0.877]], "e_lumo_ev": [0.2, 0.2], "homo_ev": [-5.28, -5.83], "s2": 2.01, "e_tot_ev": -61150.095, "spin_multiplicity": 3, "de_lowest_kcal_mol": 185.8}